Entry from the Open Molecules 2025 dataset: C32H41CsGeN7S as an isolated structure (ωB97M-V with the def2-TZVPD basis set).

The geometry in ORCA input format:
```
! wB97M-V def2-TZVPD RIJCOSX def2/J DEFGRID3
* xyz 0 2
Cs 0.7194 0.2558 0.8408
C 2.2193 5.0904 5.7497
C 2.7113 3.6468 5.7677
N 3.0682 3.1402 4.4614
C 2.1546 2.7398 3.5221
S 2.8291 2.3848 1.9788
N 0.9087 2.7344 3.9487
N 0.0088 2.0459 3.1844
C -1.2072 2.4356 3.3521
C -1.5794 3.6499 4.1600
C -2.3204 1.6386 2.7789
C -3.5946 1.7375 3.3591
C -4.6414 0.9866 2.8615
C -4.4080 0.1575 1.7771
C -3.1264 0.1282 1.2557
N -2.1053 0.8297 1.7325
H 1.9731 5.4247 6.7595
H 1.3269 5.1703 5.1304
H 2.9811 5.7597 5.3465
H 1.9364 3.0006 6.1793
H 3.5908 3.5555 6.4098
H 3.9665 3.3880 4.0831
H -0.7768 4.3804 4.0930
H -1.6951 3.4091 5.2209
H -2.5061 4.0943 3.8012
H -3.7511 2.3820 4.2104
H -5.6220 1.0484 3.3155
H -5.1889 -0.4456 1.3348
H -2.9197 -0.4970 0.3959
N 1.6050 1.4805 -2.1211
C 3.0355 1.4798 -1.7950
C 3.6107 0.0732 -1.8491
N 3.0268 -0.7702 -0.8254
C 3.6306 -2.0723 -0.6435
C 3.1546 -2.7123 0.6521
N 1.7026 -2.9126 0.6300
H 1.4717 1.1893 -3.0857
H 1.2433 2.4248 -2.0431
H 3.1437 1.8755 -0.7817
H 3.6289 2.1236 -2.4567
H 4.6860 0.1341 -1.6585
H 3.4944 -0.3427 -2.8662
H 2.0381 -0.8875 -1.0203
H 4.7152 -1.9406 -0.5969
H 3.4483 -2.7632 -1.4871
H 3.3903 -2.0320 1.4735
H 3.7156 -3.6420 0.8148
H 1.3862 -3.3208 1.5020
H 1.4446 -3.5695 -0.1006
C -4.4749 1.5480 -2.0715
C -3.1946 2.0717 -1.9756
C -2.0954 1.2263 -1.9890
C -2.2598 -0.1511 -2.0961
C -3.5545 -0.6662 -2.1977
C -4.6547 0.1760 -2.1878
Ge -0.7322 -1.3606 -1.9987
C 0.3144 -1.3907 -3.6408
C 0.0470 -0.4870 -4.6707
C 0.8504 -0.4357 -5.8000
C 1.9382 -1.2901 -5.9190
C 2.2163 -2.1949 -4.9039
C 1.4122 -2.2391 -3.7753
C -1.1823 -3.1573 -1.3743
C -1.6196 -3.3718 -0.0684
C -1.9039 -4.6487 0.3876
C -1.7461 -5.7401 -0.4570
C -1.3064 -5.5453 -1.7582
C -1.0291 -4.2630 -2.2117
H -5.3324 2.2081 -2.0520
H -3.0522 3.1403 -1.8766
H -1.0968 1.6376 -1.8885
H -3.7027 -1.7386 -2.2707
H -5.6532 -0.2352 -2.2663
H -0.8005 0.1855 -4.5874
H 0.6265 0.2689 -6.5908
H 2.5673 -1.2500 -6.7986
H 3.0643 -2.8628 -4.9886
H 1.6476 -2.9435 -2.9837
H -1.7309 -2.5317 0.6096
H -2.2461 -4.7944 1.4044
H -1.9668 -6.7379 -0.1005
H -1.1843 -6.3909 -2.4229
H -0.6891 -4.1228 -3.2319
*
```

Its HOMO energy (alpha / beta) is -6.55 / -6.56 eV. Its expectation value of S² is 0.755. The relative energy (zero: lowest compared OMol25 entry of this formula, charge and spin) comes out at 0.0 kcal/mol. The frontier orbital gap (alpha / beta) is 6.68 / 5.56 eV.

Here are the Löwdin charges for atoms 1 to 8, given in e: atom 1 (Cs): 0.91, atom 2 (C): -0.09, atom 3 (C): -0.27, atom 4 (N): -0.06, atom 5 (C): -0.89, atom 6 (S): 0.36, atom 7 (N): -0.04, atom 8 (N): -0.05

Entry from the Open Molecules 2025 dataset: one molecule with the formula C2H3ClO2S at a distorted geometry (ωB97M-V with the def2-TZVPD basis set).

The geometry in ORCA input format:
```
! wB97M-V def2-TZVPD RIJCOSX def2/J DEFGRID3
* xyz 0 3
C -0.2380 -0.2388 1.2625
C -0.0051 0.4327 -1.0254
O 1.7269 1.0668 0.9534
O 0.6213 -0.5357 -1.6422
S 0.3211 1.2887 0.7593
Cl -1.7362 0.5285 -1.3405
H -1.2353 -0.4259 1.4781
H 0.4704 -0.8800 1.6099
H 0.0750 -1.2364 -2.0550
*
```

Its HOMO energy (alpha / beta) is -7.00 / -10.25 eV. Its expectation value of S² is 2.014. The relative energy (zero: lowest compared OMol25 entry of this formula, charge and spin) comes out at 98.4 kcal/mol. The frontier orbital gap (alpha / beta) is 7.28 / 8.85 eV.

Here are the natural (NBO) charges for atoms 1 to 8, given in e: atom 1 (C): -0.56, atom 2 (C): 0.08, atom 3 (O): -0.94, atom 4 (O): -0.69, atom 5 (S): 1.30, atom 6 (Cl): -0.08, atom 7 (H): 0.19, atom 8 (H): 0.21

Entry from the Open Molecules 2025 dataset: one molecule with the formula C19H28N4O (ωB97M-V with the def2-TZVPD basis set).

The geometry in ORCA input format:
```
! wB97M-V def2-TZVPD RIJCOSX def2/J DEFGRID3
* xyz 0 1
C -1.4022 1.1883 -5.1014
H -2.4738 1.0322 -4.9949
H -1.0680 0.6682 -5.9960
H -1.2222 2.2528 -5.2363
C -0.6636 0.6640 -3.8735
C -0.8894 -0.8341 -3.6981
H -1.9532 -1.0502 -3.6256
H -0.4054 -1.1716 -2.7860
H -0.4817 -1.3863 -4.5416
H 0.4081 0.8396 -4.0098
C -1.1275 1.4134 -2.6155
N -0.4024 0.9654 -1.4415
C 0.8605 1.6478 -1.2493
H 1.4199 1.6119 -2.1866
H 0.7207 2.7070 -0.9747
C 1.6685 0.9485 -0.1590
N 0.8869 0.9198 1.0576
C -0.3319 0.1720 0.8319
H -0.8770 0.0938 1.7725
C -1.1797 0.9009 -0.2154
C -1.6490 2.2669 0.3254
H -1.8833 2.9260 -0.5163
H -0.8427 2.7162 0.9061
C -2.8907 2.1431 1.2065
O -3.2948 3.3774 1.7522
H -3.4175 4.0070 1.0328
H -2.6889 1.5020 2.0666
H -3.7146 1.6956 0.6278
H -2.0619 0.2855 -0.4330
H -0.1254 -0.8478 0.4628
C 1.6201 0.5183 2.2483
C 2.1005 -0.9102 2.2202
C 3.2847 -1.2648 1.6222
C 3.6916 -2.6047 1.5219
C 2.9155 -3.6121 2.0224
C 1.6975 -3.2974 2.6552
N 0.9309 -4.2903 3.1555
C -0.1858 -3.9516 3.7389
C -0.5866 -2.6055 3.8593
N 0.1286 -1.6241 3.3817
C 1.2850 -1.9379 2.7586
H -1.5082 -2.3359 4.3586
H -0.7929 -4.7558 4.1333
H 3.2037 -4.6492 1.9539
H 4.6318 -2.8317 1.0410
H 3.9286 -0.4941 1.2230
H 0.9502 0.6533 3.0999
H 2.4730 1.1955 2.3499
H 2.5909 1.5060 0.0219
H 1.9287 -0.0668 -0.5073
H -1.0153 2.4984 -2.7787
H -2.1901 1.2051 -2.4673
*
```

The SMILES is CC(C)CN1CCN(Cc2cccc3nccnc23)C[C@H]1CCO. Its HOMO energy is -8.27 eV. The relative energy (zero: lowest compared OMol25 entry of this formula, charge and spin) comes out at 38.8 kcal/mol. The frontier orbital gap is 8.03 eV.

Here are the natural (NBO) charges for atoms 1 to 8, given in e: atom 1 (C): -0.60, atom 2 (H): 0.20, atom 3 (H): 0.21, atom 4 (H): 0.20, atom 5 (C): -0.22, atom 6 (C): -0.61, atom 7 (H): 0.20, atom 8 (H): 0.23